Record 1
Density functional theory data (wB97M-V/def2-TZVPD) for an isolated ion of composition C7H9N and charge +1 in a non-equilibrium geometry.

ORCA input file:
```
! RIJCOSX wB97M-V def2-TZVPD def2/J DEFGRID3
* xyz 1 2
C 1.60795 0.39823 0.16022
C 2.15332 1.41801 0.96995
N 1.12758 2.13389 1.52355
C -0.08038 1.64698 1.25517
C 0.18933 0.42850 0.46286
C -0.79073 -0.48165 0.00423
C -0.59114 -1.60767 -0.81170
C -1.70916 -2.17688 -1.57335
H 2.37394 -0.08483 -0.45919
H 3.22066 1.82826 0.93739
H 1.24778 2.94559 2.13237
H -0.95730 2.30044 1.44577
H -1.81631 -0.28056 0.34330
H 0.49509 -1.78458 -1.17954
H -2.60024 -2.30563 -0.90268
H -2.09522 -1.30430 -2.17747
H -1.77519 -3.07382 -2.13086
*
```

Results
* <S²>: 0.789
* calculated total energy: -326.54737 hartree

=====

Record 2
Density functional theory data (wB97M-V/def2-TZVPD) for a 2-piece molecular cluster, C3H12N4 overall in a non-equilibrium geometry.

ORCA input file:
```
! RIJCOSX wB97M-V def2-TZVPD def2/J DEFGRID3
* xyz 0 1
C 1.14910 1.83889 -0.98598
N -0.48292 0.10168 1.43658
N 0.51252 -0.00262 2.43559
H -1.39458 0.44188 1.74171
H 1.16316 0.77887 2.32598
H 1.08628 -0.82617 2.18632
H 1.58309 1.27204 -0.15962
H 1.96785 2.38705 -1.45664
H 0.39458 2.53560 -0.61475
C -1.76655 -1.26237 -0.18490
C -0.44030 -0.86614 0.42537
N 0.57584 0.87951 -1.99121
N 0.62054 -1.60771 0.25011
H 1.26527 0.16321 -2.21526
H -0.35718 0.55558 -1.75418
H 0.42450 -2.36142 -0.41422
H -2.52021 -1.40041 0.59437
H -2.10303 -0.45268 -0.84001
H -1.67795 -2.17478 -0.77926
*
```

Results
* structure (SMILES): [H]/N=C(\C)NN.CN
* calculated total energy: -340.46928 hartree

=====

Record 3
Density functional theory data (wB97M-V/def2-TZVPD) for a 4-piece molecular cluster, C4H19N3O3S overall in a non-equilibrium geometry.

ORCA input file:
```
! RIJCOSX wB97M-V def2-TZVPD def2/J DEFGRID3
* xyz 0 1
C 1.39116 1.01158 -0.20854
N 1.44571 2.44298 0.06121
C -0.12888 0.58748 -0.12170
C -0.82559 0.74419 -1.47959
S -1.33581 2.30195 -2.21397
N -0.29032 -0.72020 0.51071
C -1.52115 -0.91009 1.25724
N -2.62404 -0.93286 0.29501
H 1.77562 0.66818 -1.15656
H 1.87934 0.46983 0.60226
H 1.56247 2.68622 1.02842
H 1.98814 3.00745 -0.55972
H -0.54394 1.33084 0.53967
H -0.47414 0.02888 -2.20992
H -1.81644 0.36109 -1.22570
H -0.22237 3.04604 -2.38138
H -0.10834 -1.51750 -0.07658
H -1.51387 -1.85411 1.80606
H -1.68172 -0.23478 2.09149
H -3.54379 -0.73497 0.67356
H -2.74992 -1.71577 -0.33110
H 2.22656 0.01905 -3.48940
H 1.17428 1.22971 -3.33870
O 1.30884 0.28263 -3.41929
H 0.93436 -0.88472 3.50990
H 1.23085 0.04868 2.27764
O 0.63760 -0.12381 3.01095
H -0.00220 -3.75447 1.01646
H 0.97084 -3.09959 2.09629
O 0.85673 -3.78392 1.43525
*
```

Results
* structure (SMILES): NCN[C@@H](CN)CS.O.O.O
* calculated total energy: -951.90642 hartree